Record 1
C24H15F18NO3V | ωB97M-V with the def2-TZVPD basis set

Summary:
HOMO-LUMO gap (alpha / beta): 6.3 / 8.5 eV
multiplicity: 2
<S²>: 1.077

CARTESIAN COORDINATES (ANGSTROEM)
V: -1.319 0.411 0.384
C: 3.184 -4.960 1.074
C: 2.446 -3.728 0.706
C: 2.790 -2.942 -0.395
C: 2.056 -1.816 -0.649
C: 1.094 -1.328 0.293
N: 0.513 -0.022 0.015
C: 1.566 0.991 -0.234
C: 2.749 0.938 0.438
C: 3.776 1.835 0.218
C: 3.583 2.864 -0.654
C: 4.634 3.906 -0.922
C: 2.381 2.931 -1.380
C: 1.317 2.095 -1.067
C: -0.128 2.362 -1.456
O: -1.027 1.971 -0.493
C: -0.420 3.851 -1.641
F: -0.046 4.504 -0.554
F: -1.700 4.042 -1.883
F: 0.214 4.409 -2.663
C: -0.392 1.632 -2.820
F: -1.633 1.749 -3.291
F: 0.329 2.020 -3.831
F: -0.179 0.306 -2.637
C: 0.781 -2.054 1.431
C: 1.480 -3.265 1.598
C: -0.330 -1.544 2.308
O: -0.945 -0.297 1.975
C: 0.142 -1.282 3.729
F: -0.841 -1.035 4.558
F: 0.777 -2.364 4.214
F: 1.011 -0.293 3.778
C: -1.526 -2.580 2.203
F: -1.310 -3.796 2.641
F: -1.811 -2.596 0.895
F: -2.627 -2.156 2.808
H: 3.897 -5.230 0.298
H: 3.730 -4.747 2.015
H: 2.504 -5.811 1.301
H: 3.523 -3.263 -1.095
H: 2.235 -1.217 -1.542
H: 2.832 0.137 1.125
H: 4.699 1.715 0.750
H: 5.434 3.458 -1.473
H: 4.299 4.793 -1.402
H: 5.090 4.217 0.036
H: 2.297 3.715 -2.118
H: 1.233 -3.881 2.452
C: -4.067 1.001 -1.748
C: -4.031 -0.023 -0.644
O: -2.664 -0.462 -0.468
C: -4.524 0.590 0.690
F: -5.032 -0.265 1.559
F: -5.443 1.504 0.472
F: -3.461 1.204 1.265
C: -4.991 -1.202 -0.966
F: -4.734 -2.227 -0.166
F: -4.837 -1.581 -2.230
F: -6.278 -0.908 -0.781
H: -3.530 1.905 -1.423
H: -5.111 1.288 -1.955
H: -3.658 0.530 -2.650



Record 2
C24H16Br2Cl5NO3ReS | ωB97M-V with the def2-TZVPD basis set

Summary:
HOMO-LUMO gap (alpha / beta): 6.5 / 6.5 eV
multiplicity: 2
energy above the lowest of the compared OMol25 structures with the same formula, charge and spin: 23.8 kJ/mol
<S²>: 0.758
total charge: +2

CARTESIAN COORDINATES (ANGSTROEM)
Re: -1.222 0.654 -1.630
Cl: 4.010 5.421 -2.927
C: 2.581 4.582 -2.525
C: 2.524 3.199 -2.710
Cl: 3.846 2.313 -3.324
C: 1.349 2.555 -2.372
Cl: 1.137 0.834 -2.553
C: 0.241 3.219 -1.872
O: -0.854 2.502 -1.583
C: 0.300 4.593 -1.675
Cl: -1.065 5.389 -1.037
C: 1.474 5.271 -2.009
Cl: 1.556 6.957 -1.781
C: 0.960 0.785 0.944
C: -0.472 0.629 1.344
C: -0.831 0.603 2.699
C: -2.142 0.512 3.094
C: -3.159 0.458 2.124
C: -4.560 0.393 2.365
Br: -5.199 0.327 4.128
C: -5.446 0.380 1.325
C: -5.004 0.436 -0.017
Br: -6.238 0.446 -1.411
C: -3.660 0.491 -0.267
O: -3.101 0.567 -1.508
C: -2.746 0.494 0.787
N: -1.423 0.550 0.403
H: 1.605 0.681 1.813
H: 1.123 1.780 0.521
H: 1.256 0.046 0.200
H: -0.042 0.670 3.435
H: -2.401 0.493 4.145
H: -6.509 0.336 1.517
C: 4.360 -2.940 1.922
C: 3.062 -2.809 1.186
C: 1.843 -2.850 1.861
C: 0.646 -2.750 1.172
C: 0.676 -2.625 -0.213
C: 1.880 -2.582 -0.917
C: 3.060 -2.662 -0.209
S: -0.876 -2.514 -0.997
C: -0.825 -3.769 -2.260
O: -0.772 -1.222 -1.939
H: 4.223 -2.866 2.998
H: 5.068 -2.175 1.604
H: 4.814 -3.909 1.704
H: 1.832 -2.966 2.937
H: -0.299 -2.776 1.703
H: 1.896 -2.480 -1.995
H: 4.003 -2.626 -0.739
H: 0.072 -3.650 -2.863
H: -1.728 -3.668 -2.860
H: -0.822 -4.728 -1.741



Record 3
C24H17BrNO5PPtS | ωB97M-V with the def2-TZVPD basis set

Summary:
HOMO-LUMO gap: 8.4 eV
energy above the lowest of the compared OMol25 structures with the same formula, charge and spin: 0.0 kJ/mol

CARTESIAN COORDINATES (ANGSTROEM)
Pt: -0.139 -1.929 0.178
Br: 1.159 -4.056 -2.698
C: 2.359 -3.424 -1.394
C: 3.724 -3.506 -1.632
C: 4.586 -3.056 -0.650
C: 4.062 -2.544 0.528
C: 2.693 -2.490 0.673
N: 1.847 -2.928 -0.280
C: 2.084 -1.904 1.941
O: 2.811 -1.597 2.858
O: 0.785 -1.821 1.952
H: 4.081 -3.919 -2.563
H: 5.656 -3.106 -0.802
H: 4.673 -2.176 1.339
O: -1.180 -2.161 -1.560
S: -2.686 -1.990 -1.324
O: -3.450 -2.751 -2.264
O: -3.010 -2.166 0.072
C: -2.907 -0.257 -1.637
C: -3.862 0.157 -2.549
C: -4.039 1.512 -2.785
C: -3.248 2.440 -2.125
C: -2.285 2.017 -1.221
C: -2.112 0.663 -0.951
P: -0.823 0.161 0.245
C: 0.648 1.039 -0.357
C: 1.546 1.636 0.523
C: 2.742 2.156 0.043
C: 3.043 2.075 -1.307
C: 2.152 1.468 -2.185
C: 0.961 0.945 -1.714
C: -1.270 0.847 1.850
C: -1.663 -0.047 2.842
C: -2.062 0.429 4.082
C: -2.065 1.792 4.334
C: -1.670 2.687 3.348
C: -1.274 2.218 2.107
H: -4.450 -0.593 -3.061
H: -4.789 1.842 -3.491
H: -3.373 3.497 -2.319
H: -1.654 2.752 -0.738
H: 1.326 1.679 1.582
H: 3.438 2.619 0.730
H: 3.975 2.482 -1.678
H: 2.391 1.396 -3.238
H: 0.276 0.451 -2.394
H: -1.651 -1.109 2.637
H: -2.364 -0.268 4.852
H: -2.372 2.162 5.304
H: -1.668 3.751 3.547
H: -0.951 2.922 1.350



Table of DFT total energy (hartree), in record order: -3945.78266, -9129.55686, -4788.66046